Here is one molecule with the formula C4H11NO2 in a non-equilibrium geometry from the OMol25 dataset. Energies are from wB97M-V/def2-TZVPD.

XYZ file:
```
18
Properties=species:S:1:pos:R:3:lowdin_charge:R:1
C -0.54403 -0.57569 -2.26151 -0.038
C 0.26499 0.18517 -1.18542 -0.366
O 1.55091 -0.45692 -1.13099 -0.047
C -0.41542 0.21267 0.20694 -0.348
N -0.89498 -1.06525 0.73954 0.051
C 0.48073 0.86962 1.25839 -0.228
O -0.30402 1.13153 2.41693 -0.068
H -1.31436 0.11273 -2.64151 0.083
H -1.05640 -1.42782 -1.82779 0.057
H 0.03749 -0.87453 -3.12714 0.078
H 0.45983 1.23026 -1.43849 0.142
H 1.48344 -1.21587 -0.54349 0.077
H -1.30460 0.84994 0.22105 0.152
H -0.18432 -1.79339 0.73384 0.080
H -1.53809 -1.48160 0.07325 0.065
H 1.32933 0.21838 1.50664 0.119
H 0.91807 1.80726 0.91731 0.127
H -0.81884 0.32458 2.51646 0.063
```

Summary:
Spin multiplicity: 1
Frontier orbital gap: 0.389 Ha
SMILES string: C[C@H](O)[C@@H](N)CO

=====

Here is an isolated ion of composition C10H9FN and charge +1 in a non-equilibrium geometry from the OMol25 dataset. Energies are from wB97M-V/def2-TZVPD.

XYZ file:
```
21
Properties=species:S:1:pos:R:3:lowdin_charge:R:1
N -3.64494 -0.09190 -1.97133 0.131
C -2.63127 0.68050 -1.15575 -0.122
C -2.45047 0.50640 0.13231 0.003
C -1.60724 -0.07485 0.86679 0.002
C -0.52978 -0.77762 0.61649 -0.001
C 0.86945 -0.31299 0.69064 -0.245
C 1.71032 -1.33686 0.54074 -0.027
C 3.07003 -0.98563 0.70344 -0.028
C 3.42002 0.33178 0.81460 -0.004
C 2.49002 1.29202 1.01171 -0.242
F 2.86225 2.57454 1.27019 0.077
C 1.14409 0.99275 1.01516 0.076
H -3.75218 0.53132 -2.87422 0.205
H -4.58726 -0.08263 -1.52701 0.167
H -3.46298 -1.14113 -2.22417 0.211
H -2.30430 1.57894 -1.81434 0.151
H -0.78081 -1.83214 0.73057 0.137
H 1.36413 -2.39522 0.40338 0.143
H 3.83395 -1.72397 0.73217 0.109
H 4.50484 0.56951 0.72238 0.151
H 0.48211 1.69720 1.31625 0.106
```

Summary:
Spin multiplicity: 1
Frontier orbital gap: 0.293 Ha
SMILES string: [NH3+]C=C=C=Cc1cccc(F)c1
Net charge: +1